C4H13N2O2 | wB97M-V/def2-TZVPD

Element x y z (Å)
C (-0.342, 1.459, -1.997)
C (-0.971, 0.503, -1.097)
C (-0.254, 0.353, 0.225)
C (-0.115, -0.974, 0.826)
N (0.671, -1.068, 2.037)
O (-0.397, -2.068, 0.367)
N (-0.953, -0.880, -1.802)
H (-0.767, 1.298, -3.036)
H (0.752, 1.193, -1.913)
H (-0.358, 2.594, -1.796)
H (-2.097, 0.622, -0.988)
H (0.797, 0.649, -0.031)
H (-0.692, 1.042, 1.029)
H (0.825, -0.202, 2.539)
H (0.590, -1.903, 2.523)
H (-0.181, -1.436, -1.424)
H (-0.848, -0.959, -2.871)
H (-1.949, -1.216, -1.610)
H (2.025, 1.682, 2.277)
H (2.610, 2.203, 0.978)
O (1.818, 2.070, 1.499)

Computed properties:
Charge ... +1
Kohn-Sham gap ... 10.7 eV
Energy ... -11427.0153 eV
LUMO energy ... -0.1202 Eh

These are the Mulliken partial charges, in e, on atoms 1 to 8: atom 1 (C): -1.2595, atom 2 (C): 0.1230, atom 3 (C): -0.6100, atom 4 (C): 0.5204, atom 5 (N): -0.3536, atom 6 (O): -0.6693, atom 7 (N): -0.3702, atom 8 (H): 0.3238